(1)
ORCA calculation (ωB97M-V/def2-TZVPD) on a cluster of 3 separate species, C15H23IO5 in total.

The geometry in XYZ format:
```
44
Properties=species:S:1:pos:R:3:forces:R:3
C -2.966737 -2.979056 2.243282 6.147 -6.653 -3.832
C -2.174856 -4.001725 1.643617 -4.500 7.480 3.188
C -1.208029 -4.856582 0.597445 -1.126 0.499 -0.055
C -0.317958 -3.852103 -0.368200 -0.673 1.113 0.990
C 1.063924 -3.361306 0.376283 0.484 1.077 -1.187
C 0.880095 -1.794230 0.840439 0.100 1.171 2.878
C 0.825091 -1.172879 2.202124 -0.072 -0.166 -5.808
I 0.952925 -2.228658 4.114550 -0.092 1.338 -2.003
C 0.672118 0.424195 1.828505 1.132 4.527 3.654
O 1.008713 1.497709 2.574564 -2.476 -7.432 -5.273
O 0.116697 0.578844 0.446296 3.359 -2.762 1.651
C 0.708967 -0.594421 -0.264300 0.544 0.606 -4.711
O 0.987075 -0.518596 -1.568599 -2.004 -0.825 8.996
H -3.394018 -2.091336 2.903258 1.051 -2.641 -1.736
H -1.949906 -5.428331 -0.124413 1.552 0.950 1.740
H -0.522034 -5.607541 1.208195 -1.645 1.634 -1.308
H -0.983916 -2.874553 -0.507154 1.387 -2.228 0.064
H -0.096859 -4.285635 -1.432461 -0.435 0.544 2.253
H 1.905500 -3.353611 -0.470269 -1.713 0.114 1.970
H 1.435292 -4.080358 1.229675 -0.952 1.724 -1.509
C -2.219171 -1.683001 -3.079551 0.037 -0.325 0.077
C -3.441772 -0.867654 -3.469218 0.546 0.363 0.129
C -3.087305 0.216904 -4.474098 -0.183 0.120 -0.282
O -4.000035 -0.267097 -2.303501 -0.136 0.041 0.196
H -1.459071 -1.049236 -2.609068 -0.029 0.046 -0.185
H -2.486913 -2.451738 -2.346683 -0.070 0.053 -0.154
H -1.775331 -2.171031 -3.952875 0.021 0.051 0.104
H -4.204617 -1.528588 -3.894824 -0.041 0.153 0.228
H -2.358030 0.918086 -4.053109 0.043 -0.174 -0.002
H -3.974369 0.803628 -4.736012 0.092 -0.161 0.014
H -2.669484 -0.214122 -5.389250 -0.012 0.087 0.082
H -3.329580 0.321642 -1.918902 -0.260 -0.252 -0.208
C 4.251057 4.583079 1.380479 0.264 0.096 -0.256
C 2.929365 5.254650 1.717388 0.026 -0.638 0.280
C 2.672593 5.252017 3.215972 -0.138 0.242 0.229
O 1.869315 4.569542 1.055464 -0.081 0.014 -0.141
H 4.251457 3.535419 1.701683 -0.048 0.117 0.120
H 4.416827 4.581366 0.297773 -0.030 0.082 0.154
H 5.088932 5.096535 1.862341 -0.044 -0.090 -0.043
H 2.935272 6.285455 1.346832 -0.159 -0.183 -0.079
H 2.616971 4.228110 3.602306 0.120 0.046 -0.103
H 1.712225 5.727432 3.442686 0.166 -0.007 -0.073
H 3.463126 5.785517 3.752906 -0.075 -0.064 -0.008
H 1.856452 3.653259 1.378424 -0.075 0.313 -0.045
```
Forces are in eV/Å.

The value obtained for the HOMO energy is -9.68 eV. The molecular weight comes out at 410.25 u. As for the SMILES: C#CCCCC1=C(I)C(=O)OC1=O.CC(C)O.CC(C)O. As for the LUMO energy: -1.732 eV. Its total charge is 0.

=====

(2)
ORCA calculation (ωB97M-V/def2-TZVPD) on a cluster of 7 separate species, C21H42O10S in total.

The geometry in XYZ format:
```
74
Properties=species:S:1:pos:R:3:forces:R:3
O 7.345170 -2.648740 -0.870372 -1.553 3.072 0.777
S 6.543937 -1.487019 -0.380294 1.492 -2.873 -0.703
O 7.612568 -0.170232 -0.283421 -1.538 -0.616 -1.147
O 5.395633 -1.153660 -1.601001 1.043 0.851 1.867
C 4.333651 -0.436864 -0.909285 -2.991 -0.239 -1.915
C 2.903988 -0.859488 -1.690861 -1.894 0.423 2.831
C 1.593474 -0.904363 -0.700496 2.272 1.537 -4.051
O 1.878065 0.213371 -1.766511 1.621 -3.008 1.330
H 7.040677 0.605790 -0.464023 0.526 -0.130 0.173
H 4.415942 0.685528 -1.032249 0.128 -1.241 0.304
H 4.215569 -0.773491 0.159322 0.337 0.494 -1.072
H 2.967209 -1.661507 -2.541700 -0.059 1.868 1.592
H 1.661648 -0.477529 0.332875 -0.141 -0.850 -1.122
H 0.756373 -1.508030 -1.131881 0.835 0.529 1.266
C 1.398668 2.721021 -3.300020 0.139 0.211 0.157
C 0.209116 3.576636 -2.959694 0.012 0.384 0.408
O 0.189030 4.260266 -1.952871 -0.036 -0.206 -0.234
C -0.954919 3.552654 -3.913722 -0.049 0.237 0.423
H 2.159002 2.835523 -2.526834 -0.116 -0.050 -0.054
H 1.099829 1.673297 -3.343774 0.072 0.063 -0.172
H 1.821765 3.034747 -4.257185 -0.121 -0.136 -0.086
H -1.354798 2.541529 -3.985440 0.134 0.054 -0.255
H -0.637772 3.904242 -4.896451 -0.067 -0.284 -0.065
H -1.739794 4.214584 -3.542306 0.092 -0.030 -0.018
C -1.351919 -3.153261 2.025275 0.200 -0.257 -0.209
C -1.698503 -2.139585 0.967035 0.262 -0.034 -0.515
O -1.204652 -2.190349 -0.142001 -0.288 -0.012 0.404
C -2.681684 -1.060487 1.336600 0.016 0.171 -0.319
H -0.634278 -3.867450 1.619328 -0.035 0.126 0.027
H -0.900779 -2.654358 2.885414 -0.152 -0.032 0.065
H -2.250877 -3.694013 2.329348 -0.003 0.135 0.170
H -2.289559 -0.468212 2.165866 -0.150 -0.097 0.109
H -3.638762 -1.507653 1.612332 0.056 0.068 0.193
H -2.836535 -0.403226 0.479518 0.026 -0.079 0.075
C 2.712123 -2.879837 4.366705 -0.161 0.330 -0.261
C 2.518736 -3.562293 3.038552 -0.140 0.226 -0.320
O 2.059894 -2.967061 2.083666 0.105 -0.129 0.234
C 2.915948 -5.011402 2.938757 -0.107 -0.046 -0.397
H 2.384584 -1.842647 4.292303 0.062 -0.116 0.039
H 2.116105 -3.381104 5.132393 0.196 -0.075 0.079
H 3.768552 -2.894027 4.641777 -0.076 -0.126 0.167
H 2.329284 -5.606991 3.641198 0.187 -0.009 0.113
H 3.981424 -5.120320 3.150445 -0.074 -0.084 0.181
H 2.721552 -5.371077 1.927086 0.019 0.055 0.097
C -3.510788 0.525888 -7.358404 0.293 -0.152 0.157
C -3.339051 1.905364 -6.779873 0.406 0.077 0.301
O -2.406029 2.171749 -6.049403 -0.418 -0.132 -0.382
C -4.369325 2.941897 -7.142373 0.147 0.281 0.196
H -2.697990 -0.114699 -7.013240 -0.074 0.088 -0.021
H -4.458991 0.098649 -7.025997 -0.057 0.036 -0.205
H -3.480592 0.573468 -8.448770 -0.211 -0.037 0.020
H -5.355458 2.621536 -6.800353 -0.033 -0.032 -0.210
H -4.377136 3.096481 -8.223134 -0.187 -0.105 0.015
H -4.119463 3.885835 -6.655527 -0.004 -0.108 -0.041
C -0.204142 -0.271935 7.200238 0.066 0.251 -0.251
C 1.150297 -0.928224 7.152982 0.383 0.240 -0.318
O 2.026749 -0.514263 6.422123 -0.276 -0.133 0.247
C 1.375096 -2.118421 8.048104 0.351 -0.075 -0.104
H -0.222666 0.569297 6.505890 0.031 -0.090 0.068
H -0.974596 -0.987226 6.904905 -0.054 0.004 0.215
H -0.402107 0.100562 8.207225 -0.141 -0.165 0.002
H 0.674505 -2.915470 7.790293 -0.103 0.055 0.195
H 1.247180 -1.827774 9.092599 -0.180 -0.121 -0.020
H 2.392437 -2.487961 7.909728 -0.094 0.063 0.004
C -4.256194 2.489472 -1.663186 -0.352 -0.140 -0.024
C -4.289622 3.166303 -0.318484 -0.409 0.056 0.398
O -5.291492 3.155330 0.368522 0.274 -0.038 -0.226
C -3.032324 3.855906 0.139370 -0.176 0.098 0.303
H -5.227692 2.034663 -1.863674 0.082 0.054 0.054
H -4.044925 3.223570 -2.443365 0.217 -0.111 -0.010
H -3.495193 1.706208 -1.666007 0.125 0.150 -0.149
H -2.766633 4.649710 -0.561405 0.230 -0.170 -0.059
H -2.217878 3.132714 0.215399 0.108 0.138 -0.221
H -3.200660 4.298453 1.122414 -0.025 -0.059 -0.100
```
Forces are in eV/Å.

The value obtained for the HOMO energy is -9.03 eV. The molecular weight comes out at 486.62 u. As for the LUMO energy: 0.266 eV. Its total charge is 0.

=====

(3)
ORCA calculation (ωB97M-V/def2-TZVPD) on a cluster of 2 separate species, C7H13NOSi in total.

The geometry in XYZ format:
```
23
Properties=species:S:1:pos:R:3:forces:R:3
C -1.021343 -1.297109 1.816697 -1.529 -0.743 1.623
C -0.188311 -0.822379 1.115614 0.967 0.991 -1.544
C -1.839999 -1.417758 -1.345507 -1.427 0.480 0.315
C -2.950440 1.303377 0.197549 1.245 -1.314 -1.395
C 1.911774 1.267025 0.811577 2.603 -0.479 1.078
C 0.596659 0.297380 -1.849850 1.038 2.057 2.275
C 2.438074 -1.606800 0.054725 1.015 -0.312 0.011
N -2.659685 -0.723522 -0.855741 0.172 -0.120 0.367
O -3.428824 -0.032030 0.024026 0.988 -2.175 -1.005
Si 1.097010 -0.186082 -0.048526 1.672 -1.340 -0.226
H -1.766926 -1.691130 2.483268 0.291 0.074 -0.289
H -1.884830 1.416204 -0.017714 -0.027 -0.346 0.622
H -3.238153 1.428912 1.183184 -0.343 1.345 1.808
H -3.440703 1.809347 -0.564853 -1.143 1.849 -0.822
H 1.315296 1.663468 1.603641 -0.654 0.058 0.728
H 2.943492 0.929117 1.366280 -2.452 0.808 -1.521
H 2.117550 2.149215 0.207083 0.279 -0.195 -0.356
H 1.457450 0.283885 -2.537193 -0.302 0.331 0.411
H -0.133651 -0.352527 -2.171357 -1.426 -1.350 -0.989
H 0.117147 1.323551 -1.705431 0.784 -1.081 -0.654
H 3.080862 -1.705374 -0.825110 -0.070 0.679 -0.392
H 3.178460 -1.339454 0.844702 -0.623 0.058 -0.287
H 2.299091 -2.697314 0.212934 -1.056 0.724 0.241
```
Forces are in eV/Å.

The value obtained for the HOMO energy is -10.08 eV. The molecular weight comes out at 155.27 u. As for the LUMO energy: 0.763 eV. Its total charge is 0.

=====

| no. | HOMO-LUMO gap (eV) |
| --- | --- |
| 1 | 7.95 |
| 2 | 9.30 |
| 3 | 10.84 |